No. 1
Computed, not measured: a structure of composition C14H32Ba2NO6 in a non-equilibrium geometry, with ωB97M-V/def2-TZVPD.

Values from the calculation:
Relative energy (zero: lowest compared OMol25 entry of this formula, charge and spin), eV: 11.871
Charge: +3

Last column: Mulliken charge in e.
Positions of all 55 atoms, in Å:
Ba 4.904 -2.994 -5.057  1.81
Ba 1.863 2.505 -6.190  1.72
O 0.498 -0.601 -1.564  -0.49
C 1.510 -0.299 -2.204  0.70
O 2.484 -1.037 -2.322  -0.82
O 1.297 0.731 -2.839  -0.79
H 0.409 0.191 -2.100  0.51
C 5.391 -0.045 3.287  -1.19
C 4.683 0.247 1.984  -0.10
O 4.953 -0.873 1.244  -0.49
H 5.608 0.805 3.934  0.38
H 6.421 -0.328 3.074  0.28
H 5.047 -0.819 3.973  0.30
H 4.843 1.225 1.529  0.30
H 3.626 0.383 2.212  0.25
H 4.356 -0.806 0.495  0.27
C 9.463 -0.759 -2.562  -1.00
C 8.452 -1.342 -1.664  -0.20
O 7.280 -1.924 -2.208  -0.53
H 9.678 -1.310 -3.478  0.31
H 10.365 -0.883 -1.962  0.30
H 9.583 0.298 -2.800  0.32
H 8.093 -0.549 -1.008  0.25
H 8.856 -2.124 -1.021  0.28
H 6.541 -1.944 -1.596  0.31
C -5.997 -1.141 1.486  -1.42
C -5.109 -0.719 0.232  1.34
C -5.897 0.322 -0.633  -1.29
C -5.997 1.646 -0.002  -0.68
C -4.563 2.132 0.353  -1.26
C -3.649 1.250 1.141  1.50
N -3.837 -0.180 0.636  0.55
O -2.951 -1.111 1.212  -0.40
C -2.183 1.733 0.653  -1.90
C -3.861 1.608 2.618  -1.78
C -5.008 -1.923 -0.716  -1.90
H -6.055 -2.198 1.746  0.40
H -6.895 -0.524 1.506  0.31
H -5.492 -0.754 2.370  0.35
H -5.453 0.479 -1.616  0.39
H -6.935 -0.011 -0.626  0.44
H -6.623 1.663 0.890  0.33
H -6.416 2.266 -0.795  0.37
H -4.783 3.043 0.910  0.36
H -4.094 2.443 -0.580  0.44
H -1.438 1.109 1.146  0.44
H -2.043 1.439 -0.387  0.46
H -2.005 2.803 0.762  0.39
H -4.914 1.451 2.850  0.44
H -3.233 0.938 3.206  0.39
H -3.515 2.600 2.905  0.42
H -4.380 -1.807 -1.599  0.39
H -5.962 -2.344 -1.034  0.40
H -4.533 -2.778 -0.236  0.48
H -2.380 -1.184 0.444  0.36

=====

No. 2
Computed, not measured: a cluster of 9 separate species, C14H32Br10N4O8 in total in a non-equilibrium geometry, with ωB97M-V/def2-TZVPD.

Values from the calculation:
Relative energy (zero: lowest compared OMol25 entry of this formula, charge and spin), eV: 3.297
SMILES string: C[N+](=O)[O-].C[N+](=O)[O-].C[N+](=O)[O-].C[N+](=O)[O-].BrCCBr.BrCCBr.BrCCBr.BrCCBr.BrCCBr

Last column: Mulliken charge in e.
Positions of all 68 atoms, in Å:
C -19.619 13.288 21.130  -0.74
N -20.215 14.057 20.035  0.85
O -19.496 14.404 19.107  -0.50
O -21.450 14.279 20.033  -0.50
H -18.969 13.920 21.735  0.28
H -19.030 12.416 20.844  0.27
H -20.447 13.103 21.814  0.35
C -18.024 7.085 18.676  -0.62
N -18.703 7.835 17.605  0.87
O -18.608 7.474 16.450  -0.52
O -19.234 8.891 17.944  -0.53
H -18.767 7.035 19.472  0.26
H -17.122 7.580 19.039  0.23
H -17.687 6.178 18.175  0.30
C -13.533 5.476 21.587  -0.76
N -14.340 4.274 21.599  0.88
O -15.545 4.429 21.584  -0.52
O -13.753 3.185 21.734  -0.52
H -12.490 5.297 21.848  0.33
H -14.079 6.203 22.189  0.30
H -13.402 5.675 20.523  0.28
C -14.195 11.796 19.830  -0.79
N -13.541 10.885 18.884  0.88
O -12.778 11.328 18.025  -0.49
O -13.710 9.701 19.082  -0.51
H -15.107 12.134 19.338  0.30
H -13.509 12.617 20.041  0.30
H -14.438 11.390 20.811  0.31
Br -17.256 10.684 12.945  -0.18
C -15.287 10.788 12.528  -0.62
C -14.591 9.803 13.480  -0.54
Br -12.694 9.850 12.932  -0.17
H -14.959 11.827 12.557  0.40
H -15.150 10.463 11.497  0.38
H -14.962 8.780 13.421  0.38
H -14.586 10.095 14.530  0.35
Br -9.365 15.982 14.234  -0.16
C -11.115 15.128 14.691  -0.62
C -12.151 16.156 14.721  -0.46
Br -13.634 15.533 15.918  -0.16
H -10.906 14.630 15.638  0.36
H -11.292 14.316 13.987  0.37
H -12.514 16.515 13.759  0.35
H -11.604 16.940 15.245  0.33
Br -8.852 8.297 17.405  -0.15
C -9.912 6.626 17.445  -0.52
C -9.527 6.019 18.783  -0.63
Br -10.237 4.153 18.884  -0.19
H -9.737 5.968 16.594  0.42
H -10.931 7.005 17.518  0.30
H -10.016 6.564 19.590  0.36
H -8.440 5.958 18.851  0.41
Br -14.584 9.982 29.519  -0.13
C -15.587 9.644 27.844  -0.51
C -15.297 10.721 26.775  -0.63
Br -16.309 10.581 24.996  -0.17
H -16.600 9.451 28.199  0.35
H -15.210 8.642 27.639  0.32
H -14.242 10.486 26.636  0.36
H -15.192 11.739 27.148  0.42
Br -10.595 15.974 20.834  -0.14
C -11.683 16.852 22.282  -0.62
C -12.913 17.651 21.657  -0.54
Br -14.556 16.458 21.565  -0.16
H -11.116 17.589 22.850  0.34
H -11.943 16.066 22.992  0.39
H -12.596 18.084 20.709  0.41
H -13.053 18.457 22.378  0.33

=====

No. 3
Computed, not measured: a cluster of 6 separate species, C14H32Br2N4O8 in total in a non-equilibrium geometry, with ωB97M-V/def2-TZVPD.

Last column: Mulliken charge in e.
Positions of all 60 atoms, in Å:
C -2.539 2.047 1.243  -1.62
C -2.994 0.907 2.253  1.26
C -3.818 -0.126 1.476  -1.17
C -3.988 -1.427 2.188  -0.83
C -2.592 -2.066 2.446  -1.29
C -1.584 -1.153 3.212  1.39
N -1.665 0.325 2.758  0.80
O -0.790 1.208 3.300  -0.36
C -0.188 -1.790 2.958  -1.85
C -1.948 -1.283 4.745  -1.70
C -3.812 1.497 3.394  -1.48
H -2.221 2.964 1.740  0.38
H -3.428 2.193 0.629  0.42
H -1.719 1.755 0.588  0.42
H -3.151 -0.384 0.654  0.40
H -4.725 0.388 1.158  0.56
H -4.664 -2.056 1.608  0.40
H -4.550 -1.349 3.118  0.38
H -2.150 -2.202 1.458  0.46
H -2.594 -3.029 2.956  0.46
H 0.010 -2.659 3.585  0.42
H 0.603 -1.085 3.213  0.42
H 0.043 -2.218 1.982  0.45
H -1.583 -2.236 5.127  0.48
H -2.997 -1.182 5.021  0.34
H -1.357 -0.536 5.275  0.43
H -4.806 1.753 3.027  0.35
H -3.352 2.379 3.838  0.42
H -3.747 0.809 4.237  0.30
O 1.081 -0.065 -0.479  -0.73
H 1.808 0.180 -1.083  0.11
C -1.709 0.157 -4.478  -0.63
N -1.979 1.550 -4.825  0.87
O -2.085 1.833 -5.994  -0.52
O -2.191 2.342 -3.913  -0.53
H -0.726 0.150 -4.007  0.23
H -1.687 -0.441 -5.389  0.31
H -2.488 -0.107 -3.762  0.26
C 4.257 2.156 0.008  -0.50
N 4.525 3.584 -0.222  0.84
O 5.012 4.158 0.732  -0.53
O 4.363 4.129 -1.339  -0.53
H 5.113 1.830 0.599  0.27
H 4.074 1.767 -0.993  0.15
H 3.404 2.154 0.687  0.29
C 2.730 1.749 -4.813  -0.77
N 2.611 1.143 -6.157  0.88
O 2.298 1.896 -7.113  -0.52
O 2.765 -0.056 -6.152  -0.51
H 2.452 1.118 -3.968  0.24
H 2.128 2.657 -4.798  0.36
H 3.766 2.085 -4.757  0.32
Br 5.077 -1.978 -2.456  -0.18
C 4.018 -3.441 -1.635  -0.65
C 4.157 -3.407 -0.087  -0.50
Br 3.345 -5.074 0.524  -0.17
H 4.394 -4.414 -1.949  0.44
H 2.975 -3.230 -1.873  0.36
H 3.601 -2.589 0.371  0.29
H 5.217 -3.279 0.133  0.40

=====

We obtain electronic energy values of -1108.500633; -27113.244057; -6521.028122 Eh for the records listed above, in that order.